1.
Computed, not measured: a structure of composition C7H13O, with ωB97M-V/def2-TZVPD.

Each line ends with the Mulliken charge.
Element x y z (Å)
C 1.1860 0.0265 0.2594  -0.2791
C -1.6478 -0.4758 0.6924  -0.3336
H 2.4203 0.5707 -1.4963  0.1964
O 3.7425 0.0815 0.1199  -0.8062
H -1.6377 1.8502 -1.8619  0.2504
H -3.0440 0.3786 -1.6316  0.1883
H -3.4708 0.7563 1.0429  0.2997
H 4.1771 -2.6060 0.9609  0.1505
C 0.1168 0.6512 -0.4849  -0.1347
H 3.8307 -2.3277 0.3267  -0.1809
C 2.5458 0.5981 -0.3571  -0.7928
H -3.6548 -0.8614 1.8171  0.2883
H 1.3083 -1.0755 0.0735  0.2968
C -1.1893 0.4580 -0.3395  0.6097
C -3.1840 -0.3138 1.0173  -0.8855
H 1.1611 0.3092 1.3759  0.2496
H -2.7584 -0.9580 0.1195  0.1602
H 0.4485 1.4886 -1.1140  0.2519
H -0.8129 -1.2333 1.0096  0.2530
H 2.5660 1.6932 -0.1877  0.2758
C -2.1033 0.9896 -1.3420  -1.0576

Summary:
- frontier orbital gap (eV) = 4.733
- HOMO level (hartree) = -0.0974
- energy relative to the best compared isomer or geometry (same formula, charge and spin) (eV) = 7.879
- charge = -1

=====

2.
Computed, not measured: a cluster of 4 separate species, C23H51NO12S2 in total, with ωB97M-V/def2-TZVPD.

Each line ends with the Mulliken charge.
Element x y z (Å)
O -0.3576 0.6527 0.1271  -0.1775
O 0.9733 4.7326 -0.8162  -0.3405
H 2.0393 5.9587 0.4138  0.3661
H 2.7077 6.0107 -5.4264  0.3074
S -4.8661 -3.0033 0.3704  -0.3478
H 3.7770 -2.4133 -2.0238  0.3225
H 3.9945 3.9204 -4.0391  0.3602
O 3.5068 -6.5101 -2.8403  -0.2546
C 0.0568 3.8132 -0.2449  -0.7031
H 4.3079 -7.2421 -4.6156  0.3474
C 3.3985 4.9102 -0.8589  -0.2856
H 1.6659 -5.8534 -4.2167  0.1545
H -2.1969 1.4147 7.0513  0.3656
O 2.2672 5.0163 -3.6659  -0.2727
H -1.2498 -0.1214 2.3418  0.0285
C -5.4317 0.3609 4.7032  -0.3357
H 3.6134 -8.4658 -2.1715  0.3015
O -2.2141 2.1187 -0.4244  -0.5012
C -0.3290 -1.7113 -0.7724  -1.6803
H -6.4828 1.6761 3.3868  0.4222
H -3.3498 0.1255 7.4601  0.3743
H 3.9933 6.0600 -4.1794  0.3839
O -4.7014 2.5322 3.8915  -0.3410
C -3.1630 0.9675 6.7848  -0.7487
C -4.3138 -1.6964 -0.2146  0.6056
C 2.9179 -2.3087 -2.6867  -0.7805
H 3.3877 5.6609 -1.6503  0.0811
C 1.5325 -3.6994 -4.0251  -0.4618
C 1.8257 -4.9578 -4.8189  -0.4421
H 3.2683 -1.8759 -3.6289  0.4413
H 2.2034 4.2268 0.7795  0.3028
C 2.9547 3.7789 -3.7241  -0.6233
H -4.5142 3.5890 2.1232  0.3587
O 3.7441 3.6302 -1.3706  -0.4765
O 3.0874 -4.9945 -5.4654  -0.4603
H 0.3542 -2.5644 -0.7464  0.4892
H -6.1347 -0.4324 4.4353  0.4262
H 5.0883 -5.0401 -5.3855  0.4198
C 2.1285 4.9592 -0.0320  -0.4974
C -3.0780 0.4506 5.3615  0.0975
C 0.3061 -0.6426 0.1082  0.5914
H -0.5941 3.4417 -1.0240  0.3309
H -0.6659 -1.4425 3.3859  0.5194
H 1.0901 -5.0014 -5.6268  0.4216
H 4.3646 -4.2448 -4.0069  0.0405
H 2.6539 -8.2212 -3.6642  0.3909
H -4.4862 2.1760 8.9659  0.3082
N -3.8673 -0.6679 -0.6194  -0.6289
C -3.9062 3.0088 2.8249  -0.5222
H 2.0211 -7.6814 -2.1037  0.2308
H -2.8406 1.2526 4.6608  0.0154
O 2.3527 -3.5882 -2.8716  -0.2855
O -2.9927 -0.0855 0.3385  0.1804
H 5.4379 -6.4422 -3.4968  0.3909
H -5.2620 0.7498 8.2094  0.3809
C 4.2618 -5.1025 -4.6731  -0.2499
H 2.4475 3.1494 -4.4670  0.3778
H -0.5561 4.3208 0.5077  0.3597
H 1.3169 -0.4476 -0.2505  0.1504
H -1.2683 -2.0982 -0.3823  0.4161
H 0.8335 -2.1882 1.5338  0.3936
H -2.2321 -0.2423 5.3260  0.3072
C 2.9118 6.0673 -4.3514  -0.8360
O -4.1931 -0.3045 4.9150  -0.4732
C 0.4870 -1.1551 1.5499  -0.8839
H 2.1902 -1.6360 -2.2186  0.0724
H 1.9142 2.9053 -2.0374  -0.1485
H -3.4121 2.1889 2.2942  0.0585
C 2.9295 -7.7900 -2.6962  -0.8311
C -4.9825 1.7986 8.0652  -0.8292
H 1.6531 -2.8285 -4.6778  0.4041
H 3.3582 2.0636 -2.5576  0.3503
H -1.5443 -1.7653 1.8573  0.1910
H 1.2367 -0.5391 2.0464  0.4110
H -5.8943 2.3724 7.8997  0.2381
C 2.9361 3.0588 -2.3890  0.1342
H -5.0571 0.8908 2.6641  0.0856
H 0.4885 -3.7352 -3.6883  0.3248
H -0.4036 -1.4397 -1.8230  0.4823
C -5.4449 1.3691 3.5708  -0.2799
H -5.8035 0.8016 5.6293  0.0988
H 2.5151 7.0075 -3.9686  0.2346
H 4.2231 5.1835 -0.1946  0.4185
C -0.8220 -1.1233 2.3590  -0.8528
H -3.1343 3.6568 3.2404  0.2861
S -1.8187 0.7490 -0.5766  0.6002
C 4.4247 -6.4068 -3.9168  -0.5362
O -4.1554 1.9688 6.9345  -0.2779
H 0.5712 2.9629 0.2094  0.2127

Summary:
- frontier orbital gap (eV) = 7.974
- HOMO level (hartree) = -0.3271

=====

3.
Computed, not measured: the ion C7H16N with charge +1, with ωB97M-V/def2-TZVPD.

Each line ends with the Mulliken charge.
Element x y z (Å)
H 0.2600 -1.9137 0.0407  0.4739
C 1.3983 -0.0527 -0.4316  0.3503
N 2.0386 -0.2024 0.9489  -0.3150
C -1.4276 1.1011 -0.0836  -0.4628
H -1.0545 1.9447 0.5053  0.3643
H -0.9162 -1.7748 1.8920  0.2478
H 2.8499 -1.3917 -1.3971  0.3736
H 3.2620 0.3017 -1.3818  0.4304
H 2.0246 -0.2948 -2.4819  0.3769
H -3.2258 1.0489 -1.3163  0.3495
C 0.1356 -0.9071 -0.3466  -1.1659
C 2.4182 -0.3932 -1.4742  -1.6029
H -0.9696 1.2713 -1.0627  0.2601
H -0.3463 -0.9631 -1.3275  0.3778
H -2.1147 -0.5245 2.3024  0.3490
C -2.9428 1.2106 -0.2757  -1.2343
H 2.1656 -1.1818 1.2108  0.3842
H 1.5176 0.1785 1.7523  0.3645
C -0.9768 -0.2046 0.4887  0.7709
C -1.3751 -0.8401 1.5799  -1.0832
H -3.3621 2.0452 0.2779  0.3034
H 2.9817 0.1856 0.9796  0.3777
H 1.1683 1.0058 -0.5196  0.3368
H -3.5090 0.3511 0.1199  0.3728

Summary:
- frontier orbital gap (eV) = 9.776
- HOMO level (hartree) = -0.4867
- structure (SMILES) = C=C(CC)C[C@H](C)[NH3+]
- energy relative to the best compared isomer or geometry (same formula, charge and spin) (eV) = 0.931
- charge = +1

=====

4.
Computed, not measured: an isolated molecule of C5H6N2O, with ωB97M-V/def2-TZVPD.

Each line ends with the Mulliken charge.
Element x y z (Å)
N 1.6375 1.4469 0.0628  -0.4821
C -1.7343 0.2440 -0.2062  -0.1861
O 2.4309 0.1829 -0.1116  -0.2319
H -1.6246 -1.6580 0.4414  0.3000
C -0.9937 1.4061 -0.0524  -0.5865
C 0.3627 1.1334 0.2625  0.4850
N -1.0328 -0.8888 -0.0136  -0.3396
C 1.4571 -0.8085 -0.3171  -0.6488
H 2.0135 -1.7851 0.0073  0.2784
H 1.1185 -0.6807 -1.3462  0.3183
H -1.5847 2.3573 -0.3264  0.2891
H 0.5254 -0.7362 1.5492  0.2828
C 0.3116 -0.4505 0.4612  0.2194
H -2.8872 0.2373 -0.4108  0.3019

Summary:
- frontier orbital gap (eV) = 8.600
- HOMO level (hartree) = -0.2971
- structure (SMILES) = C1=CC2=NOC[C@@H]2N1
- energy relative to the best compared isomer or geometry (same formula, charge and spin) (eV) = 3.878

=====

5.
Computed, not measured: a cluster of 2 separate species, CClN3O3 in total, with ωB97M-V/def2-TZVPD.

Each line ends with the Mulliken charge.
Element x y z (Å)
N 0.3630 0.2391 -0.0929  -0.4657
Cl -1.9964 0.4049 1.9373  0.2351
O -1.4274 1.1108 0.6646  -0.2324
C 0.6786 0.9972 -1.0721  0.5600
O 1.2159 -1.7177 -0.4953  -0.5489
N 1.0637 1.5788 -1.9905  -0.3340
N 0.4422 -1.0934 0.1094  1.3667
O -0.3395 -1.5197 0.9395  -0.5809

Summary:
- frontier orbital gap (spin up / spin down) (eV) = 8.008 / 7.303
- HOMO level (spin up / spin down) (hartree) = -0.3986 / -0.4090
- energy relative to the best compared isomer or geometry (same formula, charge and spin) (eV) = 2.104

=====

6.
Computed, not measured: a cluster of 4 separate species, H8O4 in total, with ωB97M-V/def2-TZVPD.

Each line ends with the Mulliken charge.
Element x y z (Å)
H -2.0630 -0.4110 1.7116  0.3228
H 1.9374 0.0954 0.8564  0.3164
O 1.1409 -0.2113 0.4231  -0.6264
O -1.8495 -4.4846 -0.4081  -0.6306
H 3.7852 4.2575 -2.0207  0.3207
H -3.4699 0.1332 1.5836  0.3146
O 3.3094 4.3972 -1.2019  -0.6406
H 1.3094 -0.0800 -0.5099  0.3157
O -2.9731 -0.6053 1.9357  -0.6425
H 3.4442 5.3234 -1.0010  0.3199
H -2.7022 -4.8388 -0.6605  0.3178
H -1.8687 -3.5759 -0.7083  0.3120

Summary:
- frontier orbital gap (eV) = 11.989
- HOMO level (hartree) = -0.4158
- structure (SMILES) = O.O.O.O
- energy relative to the best compared isomer or geometry (same formula, charge and spin) (eV) = 1.144

=====

no.,M (g/mol)
1,113.18
2,597.79
3,114.21
4,110.12
5,137.48
6,72.06